1.
Molecular formula: C5H8O
Method: DFT, ωB97M-V/def2-TZVPD

## Properties
SMILES = CC1=C(C)C1O
E_HOMO = -9.11 eV

```
! RIJCOSX wB97M-V def2-TZVPD def2/J DEFGRID3
* xyz 0 1
C 1.92 -0.14 -1.02
C 0.82 -0.06 -0.06
C -0.46 0.01 0.18
C -1.91 0.08 -0.33
C 0.45 0.17 1.39
O 0.56 -0.97 2.32
H 2.36 0.92 -1.06
H 1.47 -0.39 -1.90
H 2.67 -0.84 -0.87
H -2.16 1.12 -0.09
H -2.66 -0.52 0.35
H -2.00 -0.13 -1.36
H 0.32 1.16 1.91
H 0.01 -1.73 2.01
*
```

2.
Molecular formula: C25H49N3O7
Method: DFT, ωB97M-V/def2-TZVPD

## Properties
SMILES = c1cc[nH]c1.CNC(C)=O.CNC(C)=O.CC(C)=O.CC(C)=O.CC(C)=O.CC(C)=O.CC(C)=O
E_HOMO = -8.58 eV

```
! RIJCOSX wB97M-V def2-TZVPD def2/J DEFGRID3
* xyz 0 1
C -2.95 -4.12 -5.06
C -3.01 -3.09 -4.07
C -3.58 -1.99 -4.66
N -3.98 -2.35 -5.91
C -3.60 -3.65 -6.18
H -2.49 -5.08 -4.90
H -2.50 -3.19 -3.13
H -3.78 -1.01 -4.26
H -4.33 -1.70 -6.58
H -3.80 -4.08 -7.14
C 1.29 0.64 0.07
N 0.33 0.05 -0.87
C -0.80 -0.55 -0.47
C -1.74 -0.94 -1.58
O -1.04 -0.82 0.70
H 2.08 -0.06 0.34
H 0.80 0.97 0.98
H 1.77 1.49 -0.41
H 0.46 0.22 -1.86
H -1.21 -1.33 -2.45
H -2.43 -0.15 -1.82
H -2.32 -1.81 -1.27
C 0.97 -2.83 3.41
N 0.20 -1.62 3.25
C 0.26 -0.60 4.13
C -0.63 0.60 3.97
O 1.03 -0.65 5.10
H 1.76 -2.63 4.14
H 1.40 -3.18 2.48
H 0.40 -3.63 3.91
H -0.40 -1.59 2.42
H -1.00 0.90 4.95
H -1.53 0.40 3.40
H -0.08 1.40 3.48
C -1.31 3.50 1.10
C -2.72 2.98 1.18
C -3.59 3.23 -0.03
O -3.15 2.43 2.16
H -0.83 3.06 0.22
H -0.80 3.20 2.01
H -1.33 4.58 1.00
H -3.27 2.55 -0.82
H -3.45 4.22 -0.46
H -4.64 3.05 0.18
C 3.97 -0.30 3.15
C 3.85 1.18 3.08
C 4.06 1.93 4.36
O 3.60 1.75 2.04
H 5.04 -0.52 3.30
H 3.67 -0.76 2.21
H 3.43 -0.73 3.99
H 3.75 1.36 5.23
H 3.52 2.88 4.34
H 5.13 2.16 4.48
C -2.60 -3.62 4.65
C -2.84 -3.44 3.15
C -3.52 -2.18 2.71
O -2.44 -4.25 2.35
H -3.09 -4.53 4.98
H -3.07 -2.79 5.18
H -1.55 -3.64 4.90
H -4.37 -1.92 3.36
H -3.93 -2.31 1.71
H -2.82 -1.35 2.68
C 0.44 -1.93 -4.58
C 1.05 -0.57 -4.38
C 2.48 -0.37 -4.83
O 0.44 0.32 -3.84
H -0.65 -1.86 -4.64
H 0.66 -2.56 -3.71
H 0.79 -2.44 -5.48
H 3.09 -1.19 -4.44
H 2.86 0.58 -4.45
H 2.53 -0.32 -5.92
C 3.78 3.28 -1.15
C 2.97 4.44 -1.66
C 3.73 5.72 -2.04
O 1.78 4.36 -1.86
H 3.63 3.01 -0.10
H 4.85 3.40 -1.28
H 3.50 2.36 -1.67
H 3.13 6.59 -1.83
H 3.95 5.66 -3.11
H 4.69 5.78 -1.53
*
```

3.
Molecular formula: C12H15BrO
Method: DFT, ωB97M-V/def2-TZVPD

## Properties
SMILES = C=c1cccc/c1=C(\O)Br.C=C(C)C
E_HOMO = -7.66 eV

```
! RIJCOSX wB97M-V def2-TZVPD def2/J DEFGRID3
* xyz 0 1
C 1.68 0.85 -2.31
C 1.82 0.13 -1.21
C 1.64 -1.37 -1.24
C 2.19 -2.14 -0.28
C 2.78 -1.53 0.91
C 2.71 -0.22 1.08
C 1.95 0.67 0.20
C 1.42 1.81 0.59
O 1.61 2.41 1.79
Br -0.10 2.53 -0.49
H 1.87 1.86 -2.31
H 1.40 0.57 -3.35
H 1.21 -1.84 -2.16
H 2.19 -3.15 -0.25
H 3.30 -2.25 1.60
H 3.01 0.29 2.08
H 1.05 3.23 1.65
C -1.60 -1.13 -0.22
C -2.49 -0.21 0.24
C -3.62 0.24 -0.61
C -2.43 0.29 1.61
H -1.82 -1.49 -1.20
H -0.91 -1.65 0.36
H -3.60 -0.44 -1.51
H -3.49 1.30 -1.03
H -4.64 0.08 -0.12
H -1.55 -0.10 2.21
H -3.18 -0.14 2.31
H -2.39 1.41 1.66
*
```

4.
Molecular formula: C6H12N2
Method: DFT, ωB97M-V/def2-TZVPD

## Properties
SMILES = CN[C@H]1[C@H]2CCN[C@H]21
E_HOMO = -8.64 eV

```
! RIJCOSX wB97M-V def2-TZVPD def2/J DEFGRID3
* xyz 0 1
C -2.32 0.64 -0.24
N -1.56 -0.62 -0.51
C -0.64 -0.82 0.60
C 0.72 -1.33 0.53
C 1.31 -0.77 -0.81
C 1.89 0.68 -0.43
N 0.89 1.32 0.48
C 0.38 0.17 1.27
H -1.82 1.73 -0.04
H -2.90 0.63 -1.17
H -3.06 0.48 0.58
H -0.59 -0.31 -1.08
H -1.40 -1.02 1.42
H 1.13 -2.15 1.15
H 0.54 -1.24 -1.72
H 2.15 -1.46 -1.06
H 2.76 0.49 0.23
H 2.11 1.71 -1.21
H 0.34 1.48 -0.44
H 0.09 0.39 2.45
*
```

5.
Molecular formula: C4H9NO
Method: DFT, ωB97M-V/def2-TZVPD

## Properties
SMILES = C=C(O)NCC
E_HOMO = -7.94 eV

```
! RIJCOSX wB97M-V def2-TZVPD def2/J DEFGRID3
* xyz 0 1
C 2.23 0.50 0.11
C 1.18 -0.34 0.04
O 1.06 -1.38 0.90
N 0.19 -0.28 -0.90
C -1.20 -0.56 -0.57
C -1.90 0.61 0.11
H 2.30 1.41 -0.45
H 3.15 0.20 0.58
H 1.76 -1.15 1.55
H 0.33 0.47 -1.55
H -1.23 -1.44 0.07
H -1.70 -0.81 -1.51
H -2.94 0.35 0.32
H -1.88 1.50 -0.53
H -1.41 0.85 1.05
*
```

6.
Molecular formula: C6H10N2
Method: DFT, ωB97M-V/def2-TZVPD

## Properties
E_HOMO (spin up / spin down) = -8.04 / -7.51 eV

```
! RIJCOSX wB97M-V def2-TZVPD def2/J DEFGRID3
* xyz 0 1
C 2.19 -0.11 -0.51
C -1.86 -0.38 -0.99
C -0.72 1.41 0.41
C -0.84 -0.01 0.03
C -0.06 -1.05 0.65
N 0.15 -0.81 2.17
N 1.38 -0.66 0.55
C 1.39 -0.34 1.91
H -0.31 -2.06 0.32
H 3.23 -0.11 -0.16
H 2.13 -0.73 -1.41
H 1.93 0.92 -0.77
H -2.80 -0.59 -0.47
H -1.59 -1.29 -1.52
H -2.05 0.42 -1.71
H -1.64 1.74 0.90
H 0.11 1.62 1.08
H -0.62 2.03 -0.50
*
```

7.
Molecular formula: C5H13NSi2
Method: DFT, ωB97M-V/def2-TZVPD

## Properties
E_HOMO (spin up / spin down) = -8.16 / -6.61 eV

```
! RIJCOSX wB97M-V def2-TZVPD def2/J DEFGRID3
* xyz 0 1
C 3.27 1.95 0.52
C -0.01 -3.08 0.38
C 3.03 0.68 0.31
C -0.14 -1.86 0.89
C -0.54 -0.48 -1.98
N -1.09 1.01 0.59
Si -2.75 1.49 0.36
Si -0.20 -0.29 -0.12
H 4.27 2.36 0.71
H 2.48 2.69 0.52
H 0.07 -3.96 1.01
H 0.00 -3.27 -0.68
H 3.71 -0.15 0.29
H -0.13 -1.75 1.97
H 0.25 -1.07 -2.45
H -1.48 -0.99 -2.15
H -0.57 0.48 -2.47
H -0.65 1.39 1.41
H -3.63 0.81 1.32
H -2.80 2.94 0.56
H -3.11 1.10 -1.00
*
```

8.
Molecular formula: C23H15N6O9STi
Method: DFT, ωB97M-V/def2-TZVPD

## Properties
E_HOMO = -5.65 eV

```
! RIJCOSX wB97M-V def2-TZVPD def2/J DEFGRID3
* xyz -1 1
Ti -0.47 0.29 0.68
N 2.22 1.72 4.38
C 1.13 1.52 3.58
S 0.65 2.98 2.72
N 0.51 0.40 3.67
N -0.62 0.23 2.89
C -1.62 -0.30 3.50
C -2.86 -0.70 2.88
C -3.79 -1.40 3.66
C -4.99 -1.83 3.12
C -5.27 -1.55 1.78
C -4.38 -0.85 1.00
C -3.17 -0.42 1.54
O -2.31 0.26 0.78
H 2.92 2.36 4.04
H 2.59 0.88 4.81
H -1.50 -0.50 4.56
H -3.55 -1.62 4.69
H -5.69 -2.39 3.73
H -6.21 -1.89 1.35
H -4.59 -0.63 -0.04
O 6.12 -2.15 1.49
C 5.88 -0.94 1.37
O 6.61 0.06 1.47
C 4.39 -0.60 1.10
C 3.99 0.71 0.87
C 2.65 1.00 0.71
N 1.71 0.06 0.81
C 2.09 -1.22 0.97
C 3.41 -1.59 1.11
C 0.95 -2.20 0.99
O 1.09 -3.39 1.00
O -0.22 -1.59 0.97
H 4.75 1.47 0.82
H 2.31 2.01 0.50
H 3.68 -2.63 1.25
O 0.99 1.95 -1.89
C 0.26 1.02 -2.12
O -0.29 0.25 -1.22
C -0.09 0.63 -3.54
C -0.89 -0.48 -3.80
C -1.20 -0.81 -5.11
C -0.70 -0.02 -6.13
C 0.10 1.08 -5.89
C 0.40 1.40 -4.58
N -1.03 -0.37 -7.52
O -0.65 0.37 -8.40
O -1.80 -1.30 -7.70
H -1.26 -1.07 -2.98
H -1.82 -1.67 -5.34
H 0.47 1.66 -6.72
H 1.02 2.26 -4.34
N -0.86 3.10 0.51
C -0.23 2.33 1.28
H -0.84 4.10 0.76
*
```

Here are the calculated ΔE to the lowest compared entry with this formula, charge and spin numbers, same order: 72.7; 0.0; 0.0; 154.2; 33.8; 137.5; 65.6; 10.1 (kcal/mol).